Formula: C4H3N3S
Source: the Open Molecules 2025 dataset
Level of theory: ωB97M-V with the def2-TZVPD basis set

```
11
Properties=species:S:1:pos:R:3:forces:R:3
C 1.277 -0.125 0.107 5.06 0.01 -0.58
C 0.729 1.355 0.113 0.75 -1.16 -0.90
C -1.114 -1.541 0.057 -0.72 -1.11 0.42
C -0.025 -0.715 0.010 -1.43 1.75 0.22
H 0.846 1.971 1.064 -0.62 -1.00 -1.34
H 1.202 1.804 -0.811 -0.95 0.17 1.21
H -1.180 -2.686 0.556 -0.19 3.57 -2.19
N -0.539 0.576 -0.207 0.17 -0.41 1.10
N -1.864 0.578 -0.300 0.95 0.11 -1.25
N -2.211 -0.653 -0.324 0.17 -2.44 2.21
S 2.880 -0.566 -0.266 -3.19 0.52 1.10
```
Forces are in eV/Å.

Highest occupied orbital energy in eV: -9.3
Total charge: 0
Energy in eV: -19497.2752
LUMO energy in eV: -1.40
Relative energy (zero: lowest compared OMol25 entry of this formula, charge and spin) in kcal/mol: 98.4
HOMO-LUMO gap in eV: 7.932

Atomic partial charges in e from the Mulliken method, atoms 1 to 8: number 1, C, carries -0.116; number 2, C, carries -0.181; number 3, C, carries -0.339; number 4, C, carries 0.277; number 5, H, carries 0.272; number 6, H, carries 0.241; number 7, H, carries 0.274; number 8, N, carries 0.622

Formula: C4H3N3S
Source: the Open Molecules 2025 dataset
Level of theory: ωB97M-V with the def2-TZVPD basis set

```
11
Properties=species:S:1:pos:R:3:forces:R:3
C 0.644 0.828 -0.218 2.01 2.90 2.05
C -0.705 0.477 -0.380 -1.15 0.07 -0.93
C -1.839 0.089 -0.460 -1.21 -1.41 1.19
C -3.090 -0.495 -0.111 -6.13 1.48 0.41
H 1.307 -2.281 1.209 -0.20 0.61 -1.48
H 2.432 -0.030 -0.696 -2.27 -0.92 1.95
H 1.963 2.079 0.719 -3.13 -0.02 -2.88
N 1.534 -0.271 -0.099 2.47 0.90 -1.94
N 0.964 2.107 0.066 2.13 -3.76 1.64
N -4.293 -0.567 0.122 7.22 -0.18 -1.27
S 1.083 -1.938 -0.150 0.27 0.32 1.25
```
Forces are in eV/Å.

Highest occupied orbital energy in eV: -10.0
Total charge: 0
Energy in eV: -19497.2355
LUMO energy in eV: -1.00
Relative energy (zero: lowest compared OMol25 entry of this formula, charge and spin) in kcal/mol: 99.3
Structure (SMILES): [H]/N=C(/C#CC#N)NS
HOMO-LUMO gap in eV: 9.043

Atomic partial charges in e from the Mulliken method, atoms 1 to 8: number 1, C, carries -0.023; number 2, C, carries -0.004; number 3, C, carries 0.723; number 4, C, carries 0.045; number 5, H, carries 0.163; number 6, H, carries 0.308; number 7, H, carries 0.282; number 8, N, carries -0.339

Formula: C4H3NO
Source: the Open Molecules 2025 dataset
Level of theory: ωB97M-V with the def2-TZVPD basis set

```
9
Properties=species:S:1:pos:R:3:forces:R:3
O -0.984 1.419 0.058 0.10 0.15 0.21
C -0.454 0.129 -0.045 -0.19 -0.23 -0.33
C 1.009 -0.020 0.105 0.54 0.06 -1.11
C 2.037 -0.188 -0.502 -0.50 0.04 0.25
C -1.229 -0.891 0.690 -0.62 -0.63 0.35
N -1.890 -1.730 1.122 0.51 0.62 -0.12
H -0.741 1.826 0.898 0.02 -0.13 0.04
H -0.572 -0.144 -1.103 -0.33 0.11 0.24
H 2.789 -0.354 -1.238 0.48 0.01 0.46
```
Forces are in eV/Å.

Highest occupied orbital energy in eV: -11.0
Total charge: 0
Energy in eV: -7730.6421
LUMO energy in eV: 0.19
Relative energy (zero: lowest compared OMol25 entry of this formula, charge and spin) in kcal/mol: 48.5
Structure (SMILES): C#C[C@H](O)C#N
HOMO-LUMO gap in eV: 11.149

Atomic partial charges in e from the Mulliken method, atoms 1 to 8: number 1, O, carries -0.493; number 2, C, carries 0.584; number 3, C, carries -0.527; number 4, C, carries -0.183; number 5, C, carries 0.100; number 6, N, carries -0.358; number 7, H, carries 0.360; number 8, H, carries 0.150

Formula: C4H3NO
Source: the Open Molecules 2025 dataset
Level of theory: ωB97M-V with the def2-TZVPD basis set

```
9
Properties=species:S:1:pos:R:3:forces:R:3
C -0.932 0.408 -1.078 1.18 -1.82 1.58
C -0.274 -0.044 0.055 -1.85 1.80 -0.37
C 0.920 -0.893 0.090 6.79 1.46 2.96
C -0.491 0.544 1.402 7.38 5.04 10.23
H -1.655 1.170 -1.151 -0.76 0.98 1.08
H -0.881 0.002 -2.072 1.05 -0.68 -0.10
H 1.179 -1.610 -0.694 -0.68 -0.14 -0.05
N 0.190 1.037 2.554 -7.34 -4.96 -11.44
O 1.945 -0.615 0.893 -5.78 -1.69 -3.89
```
Forces are in eV/Å.

Highest occupied orbital energy in eV: -10.3
Total charge: 0
Energy in eV: -7728.3729
LUMO energy in eV: -1.38
Relative energy (zero: lowest compared OMol25 entry of this formula, charge and spin) in kcal/mol: 100.8
Structure (SMILES): C=C(C#N)C=O
HOMO-LUMO gap in eV: 8.880

Atomic partial charges in e from the Mulliken method, atoms 1 to 8: number 1, C, carries -0.753; number 2, C, carries 0.649; number 3, C, carries -0.106; number 4, C, carries 0.000; number 5, H, carries 0.301; number 6, H, carries 0.283; number 7, H, carries 0.353; number 8, N, carries -0.280

Formula: C4H3NO
Source: the Open Molecules 2025 dataset
Level of theory: ωB97M-V with the def2-TZVPD basis set

```
9
Properties=species:S:1:pos:R:3:forces:R:3
C -1.718 -0.318 -0.468 1.32 -1.81 -2.69
C -2.113 -0.100 0.625 0.23 0.01 -0.23
C 1.507 0.415 -0.359 0.54 -0.10 -0.20
C 2.071 -0.653 0.182 -0.59 -0.07 -0.77
N 0.843 1.429 -0.623 -0.59 0.25 1.43
O 2.586 -1.714 0.135 0.10 0.35 0.51
H -1.255 -0.833 -1.345 -0.94 1.28 1.03
H -2.239 -0.036 1.635 -0.71 0.48 1.92
H 0.318 1.810 0.216 0.63 -0.39 -0.99
```
Forces are in eV/Å.

Highest occupied orbital energy in eV: -8.5
Total charge: 0
Energy in eV: -7728.3175
LUMO energy in eV: -1.15
Relative energy (zero: lowest compared OMol25 entry of this formula, charge and spin) in kcal/mol: 102.1
Structure (SMILES): N=C=C=O.C#C
HOMO-LUMO gap in eV: 7.390

Atomic partial charges in e from the Mulliken method, atoms 1 to 8: number 1, C, carries -0.464; number 2, C, carries -0.243; number 3, C, carries 0.171; number 4, C, carries 0.354; number 5, N, carries -0.439; number 6, O, carries -0.375; number 7, H, carries 0.329; number 8, H, carries 0.379

Formula: C4H3NO
Source: the Open Molecules 2025 dataset
Level of theory: ωB97M-V with the def2-TZVPD basis set

```
9
Properties=species:S:1:pos:R:3:forces:R:3
O -1.477 -1.376 -0.156 0.03 0.15 0.06
C -0.694 -0.381 -0.490 -0.22 0.03 0.18
C -0.939 0.818 0.247 0.01 0.49 0.24
C -1.004 1.888 0.814 0.01 -0.49 -0.25
C 2.414 -0.873 -0.790 1.01 -0.13 0.34
N 3.500 -1.011 -0.420 -1.07 0.14 -0.40
H -2.110 -1.158 0.557 0.04 -0.01 -0.11
H 1.375 -0.736 -1.078 0.18 -0.02 0.03
H -1.064 2.829 1.316 0.01 -0.15 -0.09
```
Forces are in eV/Å.

Highest occupied orbital energy in eV: -9.7
Total charge: 0
Energy in eV: -7728.7645
LUMO energy in eV: -0.95
Relative energy (zero: lowest compared OMol25 entry of this formula, charge and spin) in kcal/mol: 91.8
HOMO-LUMO gap in eV: 8.770

Atomic partial charges in e from the Mulliken method, atoms 1 to 8: number 1, O, carries -0.291; number 2, C, carries -0.778; number 3, C, carries -0.083; number 4, C, carries 0.318; number 5, C, carries 0.264; number 6, N, carries -0.357; number 7, H, carries 0.328; number 8, H, carries 0.214

Formula: C4H3NO2
Source: the Open Molecules 2025 dataset
Level of theory: ωB97M-V with the def2-TZVPD basis set

```
10
Properties=species:S:1:pos:R:3:forces:R:3
C -1.300 0.913 -0.530 0.46 0.19 -0.56
C -2.261 1.714 -0.620 -0.26 -0.07 -0.07
C -0.948 -1.254 1.014 0.84 2.30 -2.92
C -0.343 0.100 -0.057 -0.41 -2.09 3.38
N 0.955 0.186 0.146 -0.38 -0.10 -0.31
O -2.246 -1.291 0.933 -0.17 -0.20 0.31
O -0.163 -1.937 1.581 -0.24 0.04 0.24
H 1.530 0.960 -0.145 -0.12 0.06 -0.18
H 1.359 -0.521 0.753 -0.03 0.00 -0.15
H -2.572 -0.553 0.353 0.31 -0.13 0.26
```
Forces are in eV/Å.

Highest occupied orbital energy in eV: -9.9
Total charge: 0
Energy in eV: -9777.4996
LUMO energy in eV: -0.95
Relative energy (zero: lowest compared OMol25 entry of this formula, charge and spin) in kcal/mol: 96.6
HOMO-LUMO gap in eV: 8.956

Atomic partial charges in e from the Mulliken method, atoms 1 to 8: number 1, C, carries -0.301; number 2, C, carries -0.544; number 3, C, carries 0.696; number 4, C, carries 0.579; number 5, N, carries -0.305; number 6, O, carries -0.410; number 7, O, carries -0.506; number 8, H, carries 0.237

Formula: C4H3NO2
Source: the Open Molecules 2025 dataset
Level of theory: ωB97M-V with the def2-TZVPD basis set

```
10
Properties=species:S:1:pos:R:3:forces:R:3
O 2.467 -0.385 -0.308 -0.14 0.31 -0.19
C 1.688 0.443 -0.728 -0.19 -0.47 0.38
C 0.248 0.356 -0.322 -0.68 -1.30 1.12
N -0.688 1.161 -0.686 0.68 -0.20 -0.01
O -1.853 0.911 -0.223 0.41 -2.69 1.87
C -1.573 -0.641 0.846 0.28 2.66 -2.01
C -0.287 -0.815 0.664 0.52 2.14 -1.69
H 2.048 1.254 -1.405 -0.59 -0.22 0.30
H -2.583 -0.799 1.206 0.66 -0.32 0.07
H 0.534 -1.485 0.956 -0.94 0.10 0.16
```
Forces are in eV/Å.

Highest occupied orbital energy in eV: -10.1
Total charge: 0
Energy in eV: -9777.2092
LUMO energy in eV: 0.15
Relative energy (zero: lowest compared OMol25 entry of this formula, charge and spin) in kcal/mol: 103.3
HOMO-LUMO gap in eV: 10.215

Atomic partial charges in e from the Mulliken method, atoms 1 to 8: number 1, O, carries -0.487; number 2, C, carries -0.037; number 3, C, carries 0.532; number 4, N, carries -0.276; number 5, O, carries -0.291; number 6, C, carries -0.177; number 7, C, carries -0.438; number 8, H, carries 0.355